# 1
The following is a quantum chemistry calculation of C41H62F21N2O20S5 as an isolated structure, from the Open Molecules 2025 dataset.

The calculation puts the relative energy (zero: lowest compared OMol25 entry of this formula, charge and spin) at 0.0 kJ/mol. Its largest force on an atom is 0.7 eV Å⁻¹. Its LUMO energy is 1.68 eV. As for the HOMO energy: -6.214 eV. As for the total charge: -1.

Cartesian coordinates (Å):
C1 5.6779 -5.4740 3.3424
C2 6.8113 -5.2295 2.3315
C3 7.8522 -4.2225 2.8120
C4 7.3016 -2.8452 3.2211
N1 6.0016 -2.4514 2.6211
C5 4.9902 -2.0181 3.5988
C6 3.5454 -2.2885 3.1863
C7 2.6429 -2.2999 4.4317
C8 1.2816 -1.6402 4.2311
S1 0.1119 -2.7733 3.4726
O1 0.8649 -3.6131 2.5725
O2 -0.5997 -3.4230 4.5476
N2 -0.7755 -1.7048 2.6457
S2 -2.3208 -1.7757 2.4541
O3 -3.1156 -1.9691 3.6424
O4 -2.7376 -0.7394 1.5397
S3 -2.8018 -3.5616 1.2741
C9 -4.5476 -3.6604 1.6042
O5 -2.1692 -4.7328 1.8259
O6 -2.6168 -3.2382 -0.1208
C10 6.0835 -1.7395 1.4572
S4 5.2708 -0.3567 1.1048
S5 7.1417 -2.5238 0.2614
C11 7.9990 -1.1239 -0.4999
C12 8.7686 -0.2360 0.4675
C13 9.6239 0.7630 -0.3123
H1 5.9256 -5.0832 4.3326
H2 5.4574 -6.5373 3.4429
H3 4.7493 -4.9968 3.0287
H4 7.3403 -6.1719 2.1648
H5 6.4115 -4.9410 1.3577
H6 8.3582 -4.6595 3.6813
H7 8.6114 -4.0700 2.0454
H8 7.1685 -2.8108 4.3015
H9 8.0363 -2.0734 2.9761
H10 5.1784 -2.6090 4.4979
H11 5.1456 -0.9629 3.8574
H12 3.1875 -1.5472 2.4751
H13 3.5082 -3.2598 2.6938
H14 2.4949 -3.3274 4.7741
H15 3.1501 -1.7695 5.2468
H16 0.8276 -1.3980 5.1928
H17 1.3434 -0.7346 3.6301
H18 -5.0534 -2.8931 1.0227
H19 -4.8438 -4.6571 1.2758
H20 -4.7113 -3.5211 2.6688
H21 8.7079 -1.6191 -1.1686
H22 7.2782 -0.5566 -1.0899
H23 9.4132 -0.8726 1.0821
H24 8.0802 0.2964 1.1239
H25 8.9922 1.4030 -0.9318
H26 10.1912 1.4038 0.3656
H27 10.3268 0.2447 -0.9673
C14 -3.5575 1.5465 -0.1130
C15 -4.5025 2.6508 -0.5100
O7 -3.9914 3.9611 -0.1182
C16 -3.1115 4.5078 -0.9278
O8 -2.6931 4.0919 -1.9682
C17 -2.6893 5.8900 -0.3751
F1 -2.4272 5.8591 0.9322
F2 -3.6915 6.7718 -0.5680
F3 -1.6174 6.3489 -1.0083
H28 -3.3536 1.5668 0.9555
H29 -3.9985 0.5761 -0.3389
H30 -2.6110 1.6210 -0.6471
H31 -5.4511 2.5759 0.0168
H32 -4.6953 2.6729 -1.5823
C18 6.2426 3.5308 -5.8180
C19 5.7264 2.2328 -5.2416
O9 6.7622 1.2182 -5.2268
C20 7.6179 1.2852 -4.2217
O10 7.6460 2.0897 -3.3385
C21 8.6091 0.1004 -4.2947
F4 9.1021 -0.0638 -5.5264
F5 7.9866 -1.0289 -3.9416
F6 9.6212 0.2985 -3.4584
H33 6.6478 3.3715 -6.8176
H34 5.4245 4.2481 -5.8853
H35 7.0211 3.9558 -5.1863
H36 4.9419 1.8016 -5.8582
H37 5.3498 2.3600 -4.2278
C22 -5.8057 -3.8049 -3.8498
C23 -6.2394 -2.3590 -3.7943
O11 -7.4795 -2.2123 -3.0492
C24 -7.3428 -2.2024 -1.7338
O12 -6.3266 -2.2884 -1.1137
C25 -8.7209 -2.0118 -1.0606
F7 -9.6519 -2.8026 -1.6044
F8 -9.1261 -0.7402 -1.2074
F9 -8.6513 -2.2786 0.2360
H38 -6.5927 -4.4225 -4.2834
H39 -4.9144 -3.8912 -4.4715
H40 -5.5641 -4.1802 -2.8564
H41 -6.4671 -1.9709 -4.7836
H42 -5.4795 -1.7318 -3.3297
C26 13.5941 -3.6175 -0.6124
C27 12.8076 -4.0006 -1.8448
O13 11.8703 -5.0663 -1.5567
C28 10.7379 -4.6928 -0.9812
O14 10.4120 -3.5832 -0.6794
C29 9.8164 -5.9192 -0.7717
F10 10.4857 -6.9575 -0.2624
F11 9.2995 -6.2950 -1.9484
F12 8.8270 -5.6069 0.0482
H43 14.1054 -4.4872 -0.1996
H44 14.3408 -2.8679 -0.8758
H45 12.9412 -3.1984 0.1516
H46 13.4490 -4.4130 -2.6200
H47 12.2579 -3.1530 -2.2524
C30 -4.5387 0.0363 -8.8418
C31 -5.7680 -0.5354 -9.5089
O15 -5.7683 -1.9844 -9.4479
C32 -6.1795 -2.5128 -8.3091
O16 -6.5656 -1.9344 -7.3365
C33 -6.1404 -4.0562 -8.3999
F13 -4.9975 -4.4880 -8.9355
F14 -7.1499 -4.4860 -9.1698
F15 -6.2729 -4.5950 -7.1958
H48 -3.6341 -0.3747 -9.2895
H49 -4.5272 1.1191 -8.9681
H50 -4.5330 -0.1839 -7.7755
H51 -5.7883 -0.3155 -10.5735
H52 -6.6858 -0.1676 -9.0522
C34 -5.2951 7.8615 2.0794
C35 -6.0862 9.0893 1.7014
O17 -7.3818 9.1184 2.3573
C36 -7.3974 9.5849 3.5920
O18 -6.4773 9.9893 4.2382
C37 -8.8519 9.6061 4.1184
F16 -9.4902 8.4579 3.8688
F17 -9.5301 10.5947 3.5190
F18 -8.8758 9.8172 5.4277
H53 -5.8556 6.9557 1.8485
H54 -4.3675 7.8464 1.5095
H55 -5.0473 7.8574 3.1402
H56 -6.3282 9.0940 0.6412
H57 -5.5556 10.0086 1.9457
C38 -10.5957 5.8607 5.2104
C39 -10.3595 4.4032 4.8882
O19 -9.9949 3.6617 6.0789
C40 -10.9951 3.2955 6.8599
O20 -12.1626 3.4945 6.6937
C41 -10.4517 2.4984 8.0691
F19 -9.3931 3.0984 8.6172
F20 -10.0837 1.2742 7.6766
F21 -11.3909 2.3745 9.0011
H58 -9.7156 6.2945 5.6846
H59 -10.8073 6.4105 4.2938
H60 -11.4456 5.9719 5.8827
H61 -9.5136 4.2687 4.2187
H62 -11.2384 3.9381 4.4437

# 2
The following is a quantum chemistry calculation of a 9-piece molecular cluster, C41H62N2O11S2 overall in a non-equilibrium geometry, from the Open Molecules 2025 dataset.

Its largest force on an atom is 1.4 eV Å⁻¹. Its LUMO energy is -0.68 eV. As for the HOMO energy: -7.882 eV. As for the SMILES: NC[C@@H](O)Cc1ccc2c(c1)C(=O)c1cccc(CCCSC(=S)N(c3ccccc3)c3ccccc3)c1C2=O.CO.CO.CO.CO.CO.CO.CO.CO. As for the total charge: 0.

Cartesian coordinates (Å):
N1 -7.6992 -5.2333 -2.4598
C1 -7.8905 -4.9667 -1.0163
C2 -7.2310 -6.0027 -0.1104
O1 -8.1866 -7.0431 0.0711
C3 -5.9077 -6.5824 -0.6220
C4 -4.7296 -5.6784 -0.3849
C5 -3.7059 -6.0286 0.4874
C6 -2.6095 -5.2081 0.7247
C7 -2.5307 -3.9875 0.0737
C8 -3.5544 -3.6211 -0.7979
C9 -4.6417 -4.4479 -1.0385
C10 -3.4630 -2.3088 -1.4844
O2 -4.4306 -1.6368 -1.7280
C11 -2.0797 -1.9011 -1.8446
C12 -1.8514 -1.2049 -3.0218
C13 -0.5455 -0.8761 -3.3515
C14 0.4884 -1.2074 -2.4853
C15 0.2683 -1.8854 -1.2901
C16 1.4399 -2.1653 -0.3810
C17 1.5157 -1.0745 0.6997
C18 2.1860 0.1997 0.1722
S1 1.3810 1.6063 0.9346
C19 2.6475 2.7260 1.3726
S2 4.1510 2.6175 0.7506
N2 2.3505 3.7725 2.2955
C20 1.2810 4.6367 1.8818
C21 0.5839 5.4102 2.8101
C22 -0.4043 6.2997 2.3957
C23 -0.7294 6.4457 1.0475
C24 -0.0331 5.6680 0.1275
C25 0.9583 4.7815 0.5340
C26 2.3027 3.3374 3.6840
C27 3.2638 3.8778 4.5271
C28 3.2778 3.5508 5.8771
C29 2.3233 2.6666 6.3655
C30 1.3642 2.1186 5.5232
C31 1.3453 2.4561 4.1780
C32 -1.0440 -2.2643 -0.9756
C33 -1.3914 -3.0523 0.2415
O3 -0.7905 -2.9547 1.2762
H1 -7.2757 -4.4349 -2.9151
H2 -8.6108 -5.3053 -2.8927
H3 -7.4757 -3.9911 -0.7776
H4 -8.9507 -4.9660 -0.7829
H5 -7.0110 -5.5096 0.8415
H6 -7.8349 -7.6517 0.7264
H7 -5.9761 -6.8773 -1.6640
H8 -5.7356 -7.4990 -0.0550
H9 -3.7427 -6.9700 1.0142
H10 -1.8278 -5.5183 1.3987
H11 -5.3821 -4.1125 -1.7435
H12 -2.6892 -0.9621 -3.6544
H13 -0.3517 -0.3648 -4.2811
H14 1.4819 -0.9199 -2.7872
H15 2.3414 -2.1695 -0.9942
H16 1.3599 -3.1423 0.0835
H17 1.9695 -1.4401 1.6159
H18 0.4885 -0.8269 0.9562
H19 3.2544 0.1867 0.3633
H20 2.0599 0.2419 -0.9049
H21 0.7974 5.3683 3.8673
H22 -0.9230 6.9157 3.1139
H23 -1.5008 7.1432 0.7733
H24 -0.2446 5.7730 -0.9261
H25 1.4787 4.2251 -0.2295
H26 3.9983 4.5660 4.1389
H27 4.0190 3.9588 6.5445
H28 2.3329 2.4198 7.4175
H29 0.6094 1.4474 5.9027
H30 0.6099 2.0715 3.4921
C34 -1.8448 -9.8426 1.8234
O4 -3.1519 -9.3036 1.6400
H31 -1.1372 -9.0211 1.7484
H32 -1.7471 -10.3062 2.8078
H33 -1.6140 -10.5809 1.0518
H34 -3.7780 -10.0294 1.7055
C35 5.7916 0.7340 -2.6157
O5 6.2801 2.0462 -2.3533
H35 6.1001 0.4565 -3.6205
H36 6.2148 0.0184 -1.9051
H37 4.6991 0.7068 -2.5534
H38 6.0031 2.2787 -1.4629
C36 3.4541 4.4929 -3.0108
O6 2.2102 4.9123 -2.4530
H39 3.7474 3.5742 -2.5080
H40 3.3582 4.2957 -4.0817
H41 4.2295 5.2453 -2.8489
H42 1.9489 5.7263 -2.8912
C37 4.9297 7.3310 2.9146
O7 3.5541 7.4779 2.5911
H43 5.3629 8.3267 2.9729
H44 5.0576 6.8346 3.8819
H45 5.4569 6.7597 2.1453
H46 3.1683 6.5967 2.5408
C38 -3.8887 0.6328 0.9680
O8 -2.5793 1.0599 0.6070
H47 -4.1246 1.0828 1.9295
H48 -4.6268 0.9582 0.2309
H49 -3.9374 -0.4552 1.0655
H50 -2.3676 0.6652 -0.2446
C39 -4.6634 6.9136 1.5667
O9 -3.7386 7.8199 0.9716
H51 -4.5160 6.9543 2.6426
H52 -5.6935 7.1987 1.3380
H53 -4.4858 5.8913 1.2231
H54 -3.8691 7.7846 0.0202
C40 9.1867 -0.1802 -3.2166
O10 8.4879 -0.9371 -4.2047
H55 8.6504 0.7549 -3.0755
H56 9.2153 -0.7222 -2.2674
H57 10.2054 0.0383 -3.5464
H58 8.9605 -1.7635 -4.3307
C41 3.1229 -2.4807 -4.9433
O11 1.8201 -1.9449 -5.1581
H59 3.8277 -1.6534 -4.9707
H60 3.1885 -2.9709 -3.9669
H61 3.3885 -3.1968 -5.7243
H62 1.1956 -2.6753 -5.1332

# 3
The following is a quantum chemistry calculation of C41H62N3O8P4Pb as an isolated structure, from the Open Molecules 2025 dataset.

The calculation puts the relative energy (zero: lowest compared OMol25 entry of this formula, charge and spin) at 60.6 kJ/mol. Its largest force on an atom is 0.8 eV Å⁻¹. Its LUMO energy is -2.18 eV. As for the HOMO energy: -9.959 eV. As for the total charge: +1.

Cartesian coordinates (Å):
Pb1 -0.5156 0.1932 -0.0538
O1 -2.0612 -2.7488 1.0328
C1 -1.6954 -2.7277 -0.1547
O2 -1.7888 -1.7252 -0.9467
C2 -1.0254 -3.9496 -0.7363
C3 -1.6260 -5.1978 -0.6352
C4 -1.0645 -6.2915 -1.2745
C5 0.1088 -6.1421 -2.0031
C6 0.7342 -4.9069 -2.0718
C7 0.1849 -3.7984 -1.4290
P1 0.9740 -2.1398 -1.5532
C8 0.8854 -1.9653 -3.3848
C9 1.9954 -1.9912 -4.2254
C10 1.8335 -1.8859 -5.6031
C11 0.5667 -1.7611 -6.1529
C12 -0.5458 -1.7343 -5.3187
C13 -0.3900 -1.8297 -3.9440
C14 2.7564 -2.4107 -1.2440
C15 3.5818 -1.3052 -1.4654
C16 4.9461 -1.3708 -1.2263
C17 5.5024 -2.5389 -0.7195
C18 4.6845 -3.6286 -0.4495
C19 3.3186 -3.5657 -0.7055
H1 -2.5450 -5.2970 -0.0694
H2 -1.5490 -7.2586 -1.2196
H3 0.5355 -6.9910 -2.5230
H4 1.6516 -4.8031 -2.6402
H5 2.9914 -2.0976 -3.8139
H6 2.7022 -1.9103 -6.2498
H7 0.4428 -1.6950 -7.2259
H8 -1.5390 -1.6404 -5.7405
H9 -1.2565 -1.8104 -3.2909
H10 3.1504 -0.3810 -1.8394
H11 5.5710 -0.5077 -1.4283
H12 6.5677 -2.6008 -0.5338
H13 5.1100 -4.5371 -0.0419
H14 2.6954 -4.4213 -0.4799
C20 1.1258 0.1282 4.4499
O3 1.2589 -1.0744 3.6822
P2 1.0547 -1.0392 2.0846
O4 1.3444 -2.5777 1.7715
C21 0.6699 -3.6640 2.4501
O5 2.3724 -0.3303 1.5085
C22 3.7020 -0.7405 1.8969
H15 1.6644 -0.0273 5.3800
H16 0.0745 0.3299 4.6636
H17 1.5610 0.9836 3.9270
H18 1.0242 -4.5754 1.9777
H19 -0.4095 -3.5736 2.3324
H20 0.9397 -3.6612 3.5048
H21 4.3920 -0.1154 1.3398
H22 3.8621 -1.7863 1.6393
H23 3.8438 -0.5947 2.9669
C23 -6.1825 -1.9064 1.4351
C24 -4.7008 -1.9243 1.1441
O6 -4.1037 -0.8431 1.8852
P3 -2.5575 -0.4296 2.0153
O7 -2.8374 0.9740 2.8398
C25 -3.8817 1.9061 2.5520
C26 -4.6899 2.1563 3.8070
O8 -1.8835 -1.2159 3.2449
C27 -2.3455 -1.2272 4.6115
C28 -3.6973 -1.8892 4.7868
H24 -6.6772 -2.6984 0.8708
H25 -6.6253 -0.9500 1.1508
H26 -6.3645 -2.0718 2.4979
H27 -4.5044 -1.7817 0.0806
H28 -4.2512 -2.8648 1.4504
H29 -4.5295 1.5210 1.7622
H30 -3.4209 2.8345 2.2100
H31 -5.1702 1.2341 4.1375
H32 -5.4642 2.9028 3.6175
H33 -4.0414 2.5163 4.6074
H34 -2.3682 -0.2044 4.9866
H35 -1.5781 -1.7857 5.1449
H36 -4.4894 -1.2768 4.3581
H37 -3.8957 -2.0237 5.8511
H38 -3.7109 -2.8662 4.2993
C29 0.5099 1.6094 -4.1025
P4 1.0304 2.0190 -2.3909
C30 0.4917 3.7824 -2.3703
C31 2.8352 2.2487 -2.5993
C32 3.5278 3.0677 -1.7051
C33 4.8992 3.2432 -1.8192
C34 5.6037 2.5864 -2.8207
C35 4.9302 1.7475 -3.6972
C36 3.5548 1.5773 -3.5875
H39 0.9800 2.2838 -4.8199
H40 -0.5748 1.7173 -4.1618
H41 0.7525 0.5778 -4.3558
H42 1.0043 4.3412 -3.1543
H43 0.6934 4.2502 -1.4050
H44 -0.5857 3.8180 -2.5436
H45 2.9897 3.5794 -0.9127
H46 5.4212 3.8935 -1.1273
H47 6.6721 2.7301 -2.9182
H48 5.4750 1.2232 -4.4731
H49 3.0451 0.9152 -4.2795
C37 0.6799 2.9083 1.8264
N1 -0.0949 4.0484 1.3772
C38 0.6535 5.2928 1.2400
C39 -1.2512 3.8183 0.6886
N2 -1.5024 2.6260 0.2369
N3 -2.0750 4.9011 0.5102
C40 -3.1215 4.8511 -0.4917
C41 -2.3232 5.8518 1.5894
H50 1.3242 3.2236 2.6469
H51 1.3151 2.4892 1.0328
H52 0.0036 2.1333 2.1894
H53 1.6307 5.0884 0.7928
H54 0.8197 5.7650 2.2105
H55 0.1232 5.9879 0.5957
H56 -2.4603 2.5594 -0.0934
H57 -2.8013 4.2608 -1.3468
H58 -3.3225 5.8643 -0.8382
H59 -4.0570 4.4366 -0.0976
H60 -1.6355 5.6845 2.4124
H61 -3.3421 5.7259 1.9675
H62 -2.2168 6.8776 1.2341

# 4
The following is a quantum chemistry calculation of C41H64BiNP2Si as an isolated structure in a non-equilibrium geometry, from the Open Molecules 2025 dataset.

Its largest force on an atom is 2.0 eV Å⁻¹. Its LUMO energy (spin up / spin down) is 0.56 / 0.56 eV. As for the HOMO energy (spin up / spin down): -6.629 / -6.632 eV. As for the total charge: 0.

Cartesian coordinates (Å):
Bi1 13.8938 -16.3313 -3.4804
C1 12.0990 -14.4120 -0.7033
Si1 12.1618 -14.5415 -2.5468
C2 10.4261 -14.9230 -3.2286
C3 9.4900 -13.8752 -3.1421
C4 8.2581 -13.9464 -3.7910
C5 7.9788 -15.0356 -4.5784
C6 8.9095 -16.0607 -4.7129
C7 10.0868 -16.0614 -3.9671
P1 11.2813 -17.4599 -3.9327
C8 11.1907 -18.3205 -5.6278
C9 12.5451 -19.0403 -5.7759
C10 12.8074 -19.4753 -7.2325
C11 11.6752 -20.3352 -7.7204
C12 10.3027 -19.6903 -7.5732
C13 10.0308 -19.2357 -6.1404
C14 10.8534 -18.4865 -2.4318
C15 9.8217 -17.8348 -1.5217
C16 8.3703 -17.9203 -2.1014
C17 8.2142 -18.9713 -3.1857
C18 8.9621 -20.2428 -2.7849
C19 10.4768 -19.9698 -2.6250
C20 12.3913 -12.8270 -3.2308
C21 12.3723 -11.7904 -2.3222
C22 12.4018 -10.4650 -2.7422
C23 12.5100 -10.1553 -4.0865
C24 12.5912 -11.2102 -4.9987
C25 12.5274 -12.5415 -4.6041
P2 12.6370 -13.9286 -5.8017
C26 14.4592 -13.8917 -6.3779
C27 14.8375 -13.0267 -7.5853
C28 15.5880 -11.7686 -7.2016
C29 16.9487 -12.1540 -6.6106
C30 16.7834 -13.3762 -5.6566
C31 15.3419 -13.5076 -5.1673
C32 11.6965 -13.2500 -7.2251
C33 11.7212 -14.3362 -8.3131
C34 11.1288 -13.8963 -9.6533
C35 9.9586 -12.9453 -9.4212
C36 9.2922 -13.2504 -8.0541
C37 10.2230 -12.8485 -6.8954
H1 11.3447 -13.6838 -0.3650
H2 11.7835 -15.3701 -0.2608
H3 13.0668 -14.1494 -0.2953
H4 9.6863 -12.9388 -2.5781
H5 7.5256 -13.1594 -3.6641
H6 7.0522 -15.0860 -5.1438
H7 8.6671 -16.8984 -5.3693
H8 11.2154 -17.4154 -6.2237
H9 13.3617 -18.4480 -5.3834
H10 12.5375 -19.9215 -5.1115
H11 12.9109 -18.5804 -7.8758
H12 13.7655 -19.9910 -7.3100
H13 11.8170 -20.6058 -8.7799
H14 11.6533 -21.2684 -7.1026
H15 10.2630 -18.8031 -8.2230
H16 9.5071 -20.3679 -7.8861
H17 9.0424 -18.8022 -6.0445
H18 10.0671 -20.1277 -5.4669
H19 11.8087 -18.4370 -1.9156
H20 9.8964 -18.4025 -0.5750
H21 10.0712 -16.7965 -1.2625
H22 7.7252 -18.1986 -1.3061
H23 8.0551 -16.9216 -2.3902
H24 7.1652 -19.1568 -3.4170
H25 8.6276 -18.6147 -4.1242
H26 8.5077 -20.5850 -1.8513
H27 8.8099 -21.0162 -3.5634
H28 10.8261 -20.4629 -1.7261
H29 11.0357 -20.4286 -3.4587
H30 12.3260 -11.9872 -1.2767
H31 12.4139 -9.6585 -2.0098
H32 12.4775 -9.1011 -4.3545
H33 12.6768 -10.9642 -6.0571
H34 14.6338 -14.9069 -6.6173
H35 15.4497 -13.6293 -8.2350
H36 13.9910 -12.7717 -8.2106
H37 15.6781 -11.1161 -8.0553
H38 15.0065 -11.1927 -6.5053
H39 17.5966 -12.4572 -7.4494
H40 17.3928 -11.2817 -6.1179
H41 17.0400 -14.2898 -6.1854
H42 17.4362 -13.2920 -4.8054
H43 15.2890 -14.2292 -4.3485
H44 15.0298 -12.5238 -4.7784
H45 12.2096 -12.3593 -7.6244
H46 12.7437 -14.7272 -8.4097
H47 11.1079 -15.1433 -7.9100
H48 11.8800 -13.4675 -10.2886
H49 10.8023 -14.7997 -10.1739
H50 10.3241 -11.9119 -9.4211
H51 9.2761 -12.9880 -10.2577
H52 8.3516 -12.7332 -7.9650
H53 9.0999 -14.3252 -8.0027
H54 10.1489 -11.7757 -6.7567
H55 9.8742 -13.2968 -5.9408
C38 15.7265 -18.1514 -0.0107
C39 15.1574 -18.2643 -1.4428
C40 16.3169 -18.1998 -2.4348
C41 14.4878 -19.6273 -1.5365
N1 14.1696 -17.1792 -1.6502
H56 16.3474 -19.0292 0.1825
H57 14.8998 -18.0781 0.7402
H58 16.3649 -17.2833 0.0549
H59 17.0436 -18.9705 -2.1824
H60 16.7632 -17.2201 -2.4501
H61 15.9213 -18.4190 -3.4405
H62 15.1888 -20.4280 -1.2873
H63 14.0605 -19.7968 -2.5622
H64 13.6492 -19.6941 -0.8337